Record 1
Entry from the Open Molecules 2025 dataset: C5H11FeOS as an isolated structure in a non-equilibrium geometry (ωB97M-V with the def2-TZVPD basis set).

```
19
C5H11FeOS, DFT ωB97M-V with the def2-TZVPD basis set
C -0.454 -0.106 -2.056
C -0.573 0.961 -0.954
C 0.669 1.261 -0.126
O 0.768 0.596 1.169
C 0.232 -0.614 1.356
C -1.043 -0.593 2.175
S 1.467 -1.649 2.251
H -0.604 -1.106 -1.651
H -1.127 0.102 -2.876
H 0.564 -0.018 -2.519
H -1.444 0.789 -0.333
H -0.785 1.874 -1.504
H 1.570 1.138 -0.734
H 0.640 2.311 0.136
H -0.822 -0.653 3.239
H -1.470 0.387 1.995
H -1.770 -1.330 1.846
H 2.156 -2.269 1.262
Fe 2.024 -1.081 -2.674
```

Calculated total energy (eV): -52608.57633
Kohn-Sham gap (spin up / spin down) (eV): 7.78 / 5.03
F_max (eV Å⁻¹): 1.377
Highest occupied orbital energy (spin up / spin down) (eV): -17.03 / -17.04
Multiplicity: 6
⟨S²⟩: 8.7651
Net charge: +2

---

Record 2
Entry from the Open Molecules 2025 dataset: C6H16AlCl2O as an isolated structure in a non-equilibrium geometry (ωB97M-V with the def2-TZVPD basis set).

```
26
C6H16AlCl2O, DFT ωB97M-V with the def2-TZVPD basis set
C 1.239 1.232 -2.163
O 0.461 1.254 -0.974
C -0.030 -0.040 -0.652
C 1.041 -0.943 0.017
C 1.378 -2.257 -0.755
Al 2.387 -2.094 -2.524
H 2.262 0.942 -1.911
H 0.794 0.537 -2.876
H 1.219 2.219 -2.633
H -0.548 -0.513 -1.494
H -0.799 0.159 0.105
H 0.649 -1.236 1.004
H 1.912 -0.309 0.209
H 2.006 -2.872 -0.090
H 0.436 -2.816 -0.866
H 3.832 -1.411 -2.382
H 2.635 -3.610 -3.058
H 1.514 -1.376 -3.688
Cl -4.309 0.187 3.298
C -3.517 1.783 3.314
C -2.109 1.730 2.771
Cl -1.005 0.837 3.844
H -3.534 2.155 4.336
H -4.123 2.444 2.697
H -1.713 2.740 2.678
H -2.076 1.260 1.791
```

Calculated total energy (eV): -40170.62764
Kohn-Sham gap (eV): 7.07
F_max (eV Å⁻¹): 1.264
Highest occupied orbital energy (eV): -4.56
Net charge: -1

---

Record 3
Entry from the Open Molecules 2025 dataset: an isolated ion of composition C5H8IN2 and charge +1 in a non-equilibrium geometry (ωB97M-V with the def2-TZVPD basis set).

```
16
C5H8IN2, DFT ωB97M-V with the def2-TZVPD basis set
C -1.614 -1.792 0.952
C -0.511 -0.100 1.719
C -0.245 -0.507 -0.505
C 0.383 -0.076 -1.737
C 0.799 1.521 0.312
N 0.020 0.277 0.583
N -1.082 -1.497 -0.213
I 0.012 -2.070 2.459
H 0.364 0.983 -1.916
H 1.468 -0.334 -1.613
H -0.063 -0.576 -2.643
H 0.505 2.114 1.256
H 1.828 1.228 0.509
H 0.507 2.137 -0.546
H -0.912 0.685 2.365
H -1.459 -1.993 -0.980
```

Calculated total energy (eV): -16383.41382
Kohn-Sham gap (eV): 8.70
F_max (eV Å⁻¹): 4.784
Highest occupied orbital energy (eV): -12.97
Net charge: +1

---

Record 4
Entry from the Open Molecules 2025 dataset: C28H30Br2INO5PPt as an isolated structure in a non-equilibrium geometry (ωB97M-V with the def2-TZVPD basis set).

```
69
C28H30Br2INO5PPt, DFT ωB97M-V with the def2-TZVPD basis set
Pt 0.558 0.077 -0.472
I 0.094 -1.738 -2.387
C 1.807 -0.991 -3.367
C 2.227 -1.634 -4.493
C 3.301 -1.086 -5.229
C 3.861 0.095 -4.832
C 3.407 0.776 -3.673
C 3.943 2.034 -3.308
C 3.482 2.675 -2.193
C 2.503 2.078 -1.368
C 1.948 0.856 -1.662
C 2.376 0.205 -2.868
H 1.740 -2.541 -4.827
H 3.652 -1.595 -6.120
H 4.664 0.541 -5.410
H 4.711 2.476 -3.935
H 3.877 3.648 -1.922
H 2.188 2.602 -0.472
C 2.333 -2.910 0.660
C 2.733 -1.724 1.485
C 3.781 -1.824 2.430
C 4.113 -0.751 3.197
C 3.406 0.460 3.047
C 3.659 1.638 3.784
Br 5.026 1.679 5.115
C 2.946 2.776 3.550
C 1.946 2.792 2.571
Br 1.006 4.405 2.253
C 1.598 1.678 1.802
O 0.667 1.730 0.911
C 2.376 0.477 2.073
N 2.073 -0.607 1.324
H 2.717 -3.834 1.097
H 2.724 -2.824 -0.358
H 1.248 -2.968 0.602
H 4.306 -2.766 2.539
H 4.914 -0.816 3.922
H 3.157 3.675 4.113
C -2.552 3.365 0.746
C -3.149 2.001 0.435
C -2.801 1.602 -0.991
C -4.665 2.027 0.615
O -2.603 1.125 1.451
P -2.242 -0.433 1.484
O -2.179 -0.874 2.888
O -1.065 -0.833 0.607
O -3.571 -0.992 0.717
C -3.843 -2.375 0.434
C -5.297 -2.395 -0.014
C -2.945 -2.873 -0.700
C -3.670 -3.259 1.670
H -2.995 4.124 0.096
H -1.469 3.341 0.598
H -2.746 3.624 1.790
H -3.161 2.369 -1.680
H -3.250 0.641 -1.250
H -1.730 1.519 -1.107
H -5.114 2.750 -0.072
H -4.906 2.315 1.643
H -5.084 1.038 0.426
H -5.426 -1.792 -0.918
H -5.928 -1.977 0.775
H -5.616 -3.420 -0.223
H -3.067 -2.237 -1.584
H -3.204 -3.902 -0.966
H -1.898 -2.832 -0.386
H -4.309 -2.895 2.478
H -2.641 -3.225 2.030
H -3.940 -4.290 1.427
```

Calculated total energy (eV): -201978.68300
Kohn-Sham gap (eV): 6.80
F_max (eV Å⁻¹): 1.256
Highest occupied orbital energy (eV): -4.76
Net charge: -1

---

Record 5
Entry from the Open Molecules 2025 dataset: a 4-piece molecular cluster, C24H27N4O3 overall (ωB97M-V with the def2-TZVPD basis set).

```
58
C24H27N4O3, DFT ωB97M-V with the def2-TZVPD basis set
O 1.645 0.195 2.009
C 1.987 0.536 0.926
O 1.980 -0.309 -0.119
C 2.454 1.945 0.657
C 3.680 2.334 1.189
C 4.125 3.619 0.967
N 3.364 4.456 0.249
C 2.172 4.106 -0.263
C 1.657 2.833 -0.082
C 0.324 2.480 -0.676
C -0.695 1.976 0.381
C -2.117 2.372 0.010
O -2.932 1.216 -0.064
H 2.155 0.188 -0.931
H 4.263 1.628 1.760
H 5.068 3.961 1.363
H 3.716 5.391 0.082
H 1.649 4.861 -0.831
H -0.084 3.389 -1.113
H 0.426 1.732 -1.462
H -0.429 2.415 1.344
H -0.640 0.894 0.465
H -2.570 3.068 0.721
H -2.127 2.849 -0.972
H -3.551 1.331 -0.790
N -2.159 1.139 -2.944
C -1.989 1.837 -4.072
C -2.154 1.304 -5.338
C -2.512 -0.033 -5.446
C -2.687 -0.771 -4.290
C -2.503 -0.143 -3.068
H -1.709 2.878 -3.947
H -2.008 1.919 -6.215
H -2.649 -0.488 -6.418
H -2.959 -1.816 -4.326
H -2.630 -0.690 -2.141
N -1.412 -2.980 -1.777
C -1.466 -4.304 -1.906
C -0.414 -5.150 -1.588
C 0.759 -4.589 -1.112
C 0.833 -3.211 -0.974
C -0.278 -2.456 -1.317
H -2.401 -4.704 -2.281
H -0.515 -6.219 -1.709
H 1.603 -5.214 -0.852
H 1.730 -2.736 -0.603
H -0.270 -1.374 -1.218
N 1.238 -0.886 5.904
C 1.120 -1.115 4.595
C 0.240 -2.041 4.055
C -0.559 -2.773 4.919
C -0.446 -2.549 6.281
C 0.462 -1.597 6.720
H 1.760 -0.526 3.958
H 0.184 -2.182 2.984
H -1.258 -3.506 4.537
H -1.049 -3.098 6.991
H 0.578 -1.391 7.779
```

Calculated total energy (eV): -37421.77974
Kohn-Sham gap (eV): 6.21
F_max (eV Å⁻¹): 0.875
Highest occupied orbital energy (eV): -11.04
Net charge: +1

---

Record 6
Entry from the Open Molecules 2025 dataset: a 10-piece molecular cluster, C5H28O10 overall in a non-equilibrium geometry (ωB97M-V with the def2-TZVPD basis set).

```
43
C5H28O10, DFT ωB97M-V with the def2-TZVPD basis set
C 3.809 -0.335 -1.297
C 2.835 0.475 -0.479
C -0.717 1.410 -1.953
O -1.874 1.569 -1.139
C 0.341 0.935 -1.021
C 1.670 0.925 -1.314
H 4.645 -0.692 -0.687
H 4.024 0.149 -2.287
H 3.272 -1.256 -1.599
H 3.215 1.344 0.007
H 2.318 -0.140 0.332
H -0.929 0.822 -2.861
H -0.607 2.442 -2.376
H -2.604 1.270 -1.739
H -0.123 0.538 -0.120
H 1.932 1.209 -2.334
H 2.052 2.787 1.880
H 1.176 3.479 0.634
O 1.452 3.454 1.550
H 0.053 -2.070 2.201
H 0.886 -3.285 1.811
O 0.503 -2.479 1.429
H -2.943 1.508 2.529
H -3.461 -0.039 2.357
O -3.071 0.640 2.913
H 0.290 1.263 2.772
H -0.071 2.575 3.495
O 0.441 1.763 3.581
H 0.516 -1.874 -3.839
H 0.842 -0.644 -3.143
O 0.069 -1.202 -3.303
H -1.552 -0.655 3.417
H -0.004 -0.439 3.422
O -0.701 -1.110 3.505
H -1.202 -1.628 -0.816
H -1.056 -2.257 0.577
O -1.720 -2.045 -0.121
H 1.844 -2.642 -0.373
H 0.825 -2.001 -1.083
O 1.471 -2.696 -1.269
H -2.697 -0.957 -2.158
H -4.022 -0.732 -1.787
O -3.364 -0.277 -2.348
```

Calculated total energy (eV): -26103.83758
Kohn-Sham gap (spin up / spin down) (eV): 9.95 / 5.53
F_max (eV Å⁻¹): 3.344
Highest occupied orbital energy (spin up / spin down) (eV): -14.30 / -14.29
Multiplicity: 2
⟨S²⟩: 0.7570
Net charge: +1